Entry 1:
DFT (ωB97M-V/def2-TZVPD) results for a molecular structure, C28H29AsF5IrOSi2Te.

XYZ file:
```
68
Properties=species:S:1:pos:R:3:forces:R:3
Ir 0.710 1.152 -0.891 0.074 0.090 0.009
C -1.007 1.060 -3.734 -0.012 -0.025 -0.021
Si -0.314 -0.233 -2.574 0.019 0.023 -0.016
C -1.697 -1.290 -1.911 0.009 -0.011 0.033
C 1.086 -1.209 -3.339 0.035 0.041 -0.008
C 0.895 -2.410 -4.019 0.014 -0.001 0.008
C 1.972 -3.083 -4.582 0.013 0.007 -0.001
C 3.253 -2.558 -4.470 -0.014 -0.004 0.002
C 3.457 -1.363 -3.791 -0.016 -0.015 -0.011
C 2.385 -0.676 -3.221 -0.038 0.004 0.034
Si 2.644 0.914 -2.248 -0.086 -0.068 -0.040
C 4.112 0.759 -1.101 0.003 -0.011 0.010
C 2.792 2.417 -3.332 0.036 -0.007 -0.017
H -1.469 0.540 -4.578 0.009 -0.003 0.000
H -0.242 1.730 -4.123 -0.002 0.001 -0.004
H -1.768 1.660 -3.233 0.003 0.005 0.004
H -2.268 -1.693 -2.752 0.003 -0.007 0.000
H -2.385 -0.694 -1.308 0.007 0.013 -0.005
H -1.335 -2.128 -1.316 -0.012 -0.004 -0.006
H -0.099 -2.835 -4.111 0.000 0.001 -0.002
H 1.814 -4.016 -5.107 0.003 0.000 -0.002
H 4.092 -3.082 -4.908 0.000 -0.002 0.002
H 4.466 -0.975 -3.706 0.001 0.001 0.001
H 5.031 0.694 -1.690 0.001 0.003 0.001
H 4.061 -0.135 -0.476 0.004 0.002 0.003
H 4.196 1.631 -0.451 -0.001 0.001 0.001
H 3.679 2.312 -3.963 -0.005 0.010 -0.003
H 2.900 3.327 -2.740 -0.008 -0.001 0.008
H 1.928 2.536 -3.985 -0.002 0.007 0.001
F 0.137 2.880 -1.574 -0.036 0.010 -0.007
Te -1.472 3.681 0.229 0.054 -0.001 -0.046
F -2.823 3.741 1.518 -0.023 -0.029 -0.024
F 0.934 1.789 1.048 0.019 -0.004 0.040
F -1.965 5.453 -0.221 0.022 -0.023 0.007
F -2.578 3.207 -1.167 0.000 0.012 0.023
O -1.645 1.593 0.497 -0.068 0.022 0.011
C 0.201 2.777 5.717 0.000 0.004 -0.001
C -1.088 2.943 5.231 0.020 -0.006 -0.002
C -1.472 2.309 4.059 -0.011 0.008 0.009
C -0.542 1.532 3.374 -0.045 0.032 0.014
C 0.752 1.365 3.851 -0.003 -0.023 -0.039
C 1.116 1.987 5.033 0.009 -0.002 0.005
As -1.139 0.622 1.813 -0.001 0.012 0.031
C -2.548 -0.547 2.341 0.013 -0.061 0.006
C -3.770 -0.246 2.913 -0.030 -0.002 0.003
C -4.590 -1.289 3.324 0.006 0.033 0.008
C -4.171 -2.604 3.179 0.000 -0.028 -0.012
C -2.943 -2.902 2.602 0.008 0.009 0.013
C -2.123 -1.870 2.172 -0.039 -0.006 0.013
C -0.828 -2.042 1.462 0.036 0.017 -0.022
C -0.313 -3.258 1.014 -0.029 0.001 0.020
C 0.803 -3.286 0.196 0.020 -0.008 -0.015
C 1.404 -2.105 -0.226 -0.009 -0.012 -0.006
C 0.918 -0.888 0.237 -0.016 -0.013 0.002
C -0.154 -0.869 1.131 0.028 -0.009 -0.023
H 0.495 3.267 6.635 0.001 -0.001 0.000
H -1.797 3.562 5.763 -0.003 -0.001 -0.001
H -2.479 2.440 3.684 0.004 -0.002 -0.001
H 1.468 0.773 3.297 0.011 0.003 0.014
H 2.120 1.863 5.417 -0.001 0.001 0.000
H -4.101 0.778 3.027 0.011 0.006 -0.007
H -5.556 -1.075 3.759 0.001 -0.001 0.002
H -4.812 -3.410 3.511 0.001 -0.001 -0.002
H -2.640 -3.935 2.491 -0.007 -0.001 0.003
H -0.803 -4.186 1.278 0.002 -0.001 -0.001
H 1.192 -4.234 -0.150 0.002 0.002 -0.001
H 2.242 -2.130 -0.910 0.001 0.006 0.003
H 1.679 -0.038 0.105 0.016 0.009 0.002
```
Positions in Å, forces in eV/Å.

Calculated values
- DFT total energy: -131863.9338 eV
- Spin multiplicity: 2
- Gap between HOMO and LUMO (spin up / spin down): 8.00 / 6.93 eV
- Charge: +1
- <S²>: 0.7539

***

Entry 2:
DFT (ωB97M-V/def2-TZVPD) results for a molecular structure, C28H29BN6SiV at a distorted geometry.

XYZ file:
```
66
Properties=species:S:1:pos:R:3:forces:R:3
H -0.387 2.746 -0.707 0.107 -0.074 -0.333
N -0.564 1.182 -2.127 0.592 2.119 -2.048
B -0.863 -0.193 -4.281 0.310 -0.099 0.544
N -0.482 1.128 -3.526 0.031 0.705 1.463
C -0.180 2.356 -3.979 -0.017 -0.050 0.531
V -0.875 -0.597 -1.350 -1.375 0.446 4.264
H -0.060 2.522 -5.037 -0.012 0.097 0.016
C -0.070 3.226 -2.893 -0.014 0.165 -0.339
H 0.171 4.276 -2.913 -0.041 -0.037 -0.113
C -0.336 2.466 -1.755 -0.185 -1.379 -0.935
H -0.811 -0.035 -5.467 0.000 -0.019 0.035
C -1.460 -1.976 0.157 -0.855 -0.842 -0.190
H -1.589 -1.898 1.242 -0.014 -0.145 -0.386
H -0.738 -2.771 -0.063 -0.123 -0.356 0.143
H -2.426 -2.233 -0.298 -0.011 -0.598 0.304
N -2.299 -0.580 -3.821 -0.941 -0.193 1.229
N 0.150 -1.314 -3.827 0.620 -0.653 1.640
N -2.544 -0.745 -2.459 -1.145 -0.373 -1.894
N 0.288 -1.618 -2.450 1.809 -1.752 -2.867
C -3.458 -0.725 -4.492 -0.046 -0.143 0.779
C 0.984 -2.110 -4.516 0.105 -0.249 0.448
H -3.481 -0.632 -5.564 -0.050 -0.013 -0.005
H 1.042 -2.011 -5.590 0.035 -0.123 0.062
C -4.476 -0.997 -3.568 0.173 0.148 -0.631
C 1.664 -2.962 -3.634 -0.261 0.364 -0.280
C -3.870 -0.996 -2.317 1.508 0.276 -0.547
C 1.201 -2.637 -2.355 -1.086 1.324 -0.797
H -5.517 -1.176 -3.777 0.056 0.044 -0.067
H 2.399 -3.714 -3.877 -0.113 0.107 -0.074
H -4.299 -1.161 -1.338 0.154 -0.008 -0.125
H 1.460 -3.059 -1.386 -0.176 0.167 -0.348
H -0.865 -0.155 0.545 1.488 0.556 -0.230
C 1.368 4.741 2.180 -0.137 -0.224 -0.032
C 2.012 4.019 1.169 -0.125 -0.192 0.036
C 1.667 2.684 0.932 -0.193 0.298 0.321
C 0.659 2.059 1.691 0.137 0.456 0.332
C 0.023 2.789 2.713 0.351 0.331 -0.271
C 0.377 4.124 2.951 -0.021 -0.105 -0.084
Si 0.319 0.235 1.492 -0.452 0.522 0.089
C 2.016 -0.543 1.572 0.264 0.034 0.011
C 2.704 -1.166 0.527 0.006 0.017 0.511
C 3.972 -1.700 0.745 0.205 0.042 0.103
C 4.599 -1.577 1.986 -0.240 0.150 0.210
C 3.950 -0.897 3.023 -0.383 0.148 -0.098
C 2.665 -0.377 2.817 0.352 -0.194 -0.123
C -0.693 -0.385 2.914 -0.184 -0.330 0.299
C -0.283 -1.494 3.669 -0.562 0.345 0.442
C -1.132 -2.005 4.660 -0.070 0.080 -0.117
C -2.409 -1.463 4.851 0.234 0.067 -0.200
C -2.852 -0.415 4.033 0.250 0.155 -0.118
C -1.997 0.126 3.067 0.080 -0.498 0.536
H 1.638 5.784 2.368 -0.076 -0.353 -0.053
H 2.793 4.487 0.569 -0.203 -0.084 0.179
H 2.191 2.119 0.155 -0.131 0.189 0.224
H -0.732 2.303 3.337 0.302 0.277 -0.199
H -0.126 4.675 3.750 0.203 -0.125 -0.262
H 2.244 -1.220 -0.455 0.097 -0.091 0.088
H 4.486 -2.213 -0.060 -0.004 0.042 -0.015
H 5.593 -1.994 2.161 -0.317 0.100 -0.164
H 4.427 -0.762 4.001 -0.110 -0.095 -0.439
H 2.175 0.171 3.638 0.182 -0.332 -0.457
H 0.695 -1.950 3.494 -0.367 0.175 0.131
H -0.787 -2.834 5.277 -0.177 0.169 -0.138
H -3.063 -1.859 5.631 0.200 0.079 -0.262
H -3.856 -0.002 4.147 0.257 -0.192 0.036
H -2.353 0.932 2.415 0.107 -0.267 0.239
```
Positions in Å, forces in eV/Å.

Calculated values
- DFT total energy: -72688.6631 eV
- Spin multiplicity: 4
- Gap between HOMO and LUMO (spin up / spin down): 6.45 / 7.79 eV
- Charge: 0
- <S²>: 3.7743

***

The lowest charge belongs to which entry?
C28H29BN6SiV

***

What is the formula in the second record?
C28H29BN6SiV

***

Among the records above, which one has the lowest DFT total energy?
C28H29AsF5IrOSi2Te

***

Which value of DFT total energy does entry 2 give?
-72688.6631 eV